{
  "formula": "C19H40N6O4Si4TeV",
  "method": "ωB97M-V/def2-TZVPD",
  "species": ["H", "H", "N", "H", "C", "H", "H", "C", "H", "H", "Si", "C", "O", "C", "H", "H", "H", "C", "C", "N", "H", "H", "H", "H", "H", "H", "H", "C", "C", "H", "V", "H", "C", "C", "H", "H", "H", "N", "C", "H", "C", "C", "H", "H", "H", "H", "C", "H", "O", "Si", "H", "H", "N", "N", "C", "O", "Si", "H", "H", "C", "H", "C", "C", "H", "H", "H", "H", "H", "O", "C", "Si", "H", "Te", "N", "H"],
  "xyz": [[3.164, -4.832, 3.345], [0.468, 0.691, 2.648], [-2.826, -2.339, 1.559], [1.430, -4.893, -3.941], [4.024, -3.512, -2.585], [1.700, 3.654, -3.117], [2.821, -4.603, 1.633], [2.011, -4.310, -3.238], [2.111, 2.667, 0.333], [-3.658, 0.780, 2.025], [0.238, 3.315, -1.173], [1.387, -3.687, -2.167], [0.906, -3.708, 3.693], [4.113, -2.020, -0.548], [-1.455, 4.832, -2.182], [-3.257, -3.256, 1.612], [3.848, -3.425, 2.488], [0.101, 1.689, 2.904], [-2.836, 0.951, 2.725], [5.415, -0.869, 0.564], [0.318, -3.732, -2.013], [-1.854, 2.009, -3.873], [-0.044, 1.726, 3.986], [0.228, 2.815, -3.612], [-3.303, -1.748, 2.228], [-4.997, -0.039, -1.775], [-3.309, 3.734, -1.640], [2.981, -4.079, 2.584], [-2.023, 3.822, 2.120], [5.092, -3.421, -2.742], [1.415, -2.346, 0.514], [2.388, 4.261, -0.381], [-0.626, -2.817, 0.585], [-2.238, 1.069, -3.476], [1.509, 1.925, -2.798], [-2.422, -0.014, 3.026], [-3.012, 0.708, -4.158], [2.101, -2.986, -1.280], [4.198, -0.676, 1.078], [-1.339, 5.107, -0.441], [1.733, -3.302, 2.931], [-0.763, 4.884, -1.340], [-1.216, 4.505, 1.850], [3.970, -0.025, 1.905], [-4.405, 2.861, -0.567], [-1.421, 0.344, -3.475], [-3.924, 2.839, -1.548], [-0.089, 5.725, -1.522], [1.632, -2.105, 2.278], [-1.496, 2.036, 1.997], [-3.253, 1.420, 3.619], [-2.244, -2.340, -0.236], [3.320, -4.238, -3.445], [5.384, -1.727, -0.472], [1.627, 3.607, 0.053], [0.225, -3.799, 0.585], [-2.929, 1.273, -1.755], [-4.124, -0.336, -0.270], [-3.601, -1.111, -1.769], [-4.004, -0.192, -1.343], [-2.867, 4.024, 1.455], [3.424, -2.886, -1.508], [-1.397, -2.428, 1.856], [-1.037, -1.463, 2.209], [-2.338, 4.058, 3.139], [6.294, -0.472, 0.859], [-4.711, 2.890, -2.305], [1.261, 4.080, 0.966], [-1.368, -2.663, -0.560], [0.983, 2.880, -2.829], [-1.113, 1.581, -0.280], [-1.153, -3.163, 2.624], [0.619, -0.221, -0.636], [3.336, -1.389, 0.382], [0.877, 2.411, 2.643]],
  "lowdin_spin": [0.00, 0.00, 0.00, 0.00, 0.00, 0.00, 0.00, 0.00, 0.01, 0.00, 0.02, 0.02, 0.00, 0.00, 0.00, 0.00, 0.00, 0.00, 0.00, 0.00, 0.00, 0.00, 0.00, 0.00, 0.00, 0.00, 0.00, 0.00, 0.00, 0.00, 1.22, 0.00, -0.02, 0.00, 0.01, 0.00, 0.00, 0.00, 0.00, 0.00, 0.01, 0.00, 0.00, 0.00, 0.00, 0.00, 0.01, 0.00, 0.01, 0.00, 0.00, 0.00, 0.02, 0.00, 0.01, 0.00, 0.02, 0.00, 0.00, 0.00, 0.00, 0.01, 0.00, 0.00, 0.00, 0.00, 0.00, 0.00, -0.01, 0.01, 0.07, 0.00, 0.56, 0.02, 0.00],
  "homo_energy_ev": [-10.695, -10.535],
  "orbital_gap_ev": [7.13, 5.74],
  "spin_multiplicity": 3,
  "total_charge": 1
}


{
  "formula": "C10H11ClF5PdV",
  "method": "ωB97M-V/def2-TZVPD",
  "species": ["C", "H", "C", "F", "C", "F", "Cl", "H", "H", "H", "H", "C", "C", "H", "C", "C", "Pd", "F", "H", "H", "C", "C", "F", "H", "H", "H", "V", "C", "F"],
  "xyz": [[1.747, 0.658, 2.355], [-3.746, -2.241, 1.344], [1.152, 0.626, -1.801], [3.240, 0.857, 4.205], [2.552, 2.824, 3.050], [1.757, -0.692, 2.545], [-2.575, 1.638, 0.537], [2.137, 0.935, -1.406], [-2.145, -2.039, 2.131], [-4.174, -1.827, -1.068], [1.216, -0.246, -2.467], [-3.541, -0.970, -1.349], [1.043, 2.608, 1.183], [-0.610, -2.347, 0.422], [-1.007, -1.666, -0.338], [-2.984, -1.510, 1.658], [0.081, 0.037, -0.089], [3.319, 3.587, 3.854], [-4.193, -0.115, -1.574], [0.625, 1.478, -2.258], [1.018, 1.233, 1.331], [1.815, 3.415, 2.026], [0.344, 3.235, 0.196], [-3.438, -0.813, 2.376], [-0.791, -1.951, -1.372], [-2.957, -1.234, -2.240], [-2.395, -0.497, 0.129], [2.517, 1.440, 3.225], [1.865, 4.749, 1.824]],
  "lowdin_spin": [0.03, 0.02, 0.25, 0.00, 0.01, 0.01, 0.06, 0.02, 0.01, 0.01, 0.03, 0.03, 0.03, 0.04, 0.43, 0.04, 0.78, 0.00, 0.01, 0.02, 0.11, 0.00, 0.01, 0.01, 0.05, 0.01, 1.96, 0.00, 0.00],
  "homo_energy_ev": [0.784, -1.112],
  "orbital_gap_ev": [4.46, 6.32],
  "spin_multiplicity": 5,
  "total_charge": -2
}


So what do the calculations give for F_max? Going down the list: 1.801; 2.979 eV/Å.
So what do the calculations give for relative energy (zero: lowest compared OMol25 entry of this formula, charge and spin)? Going down the list: 2.728; 0.924 eV.